1.
Here is a single C4H7NO molecule from the OMol25 dataset. Energies are from the ωB97M-V functional and the def2-TZVPD basis.

```
13
Properties=species:S:1:pos:R:3:nbo_charge:R:1
C -1.906 -0.314 0.008 -0.632
C -0.442 -0.683 -0.197 -0.074
O 0.368 -0.216 0.884 -0.516
C 1.258 0.802 0.536 -0.158
C 2.320 0.338 -0.393 0.241
N 3.116 -0.038 -1.141 -0.308
H -1.996 0.721 0.359 0.212
H -2.449 -0.405 -0.939 0.215
H -2.384 -0.970 0.745 0.215
H -0.063 -0.285 -1.149 0.175
H -0.321 -1.770 -0.233 0.192
H 1.738 1.153 1.454 0.234
H 0.760 1.665 0.066 0.205
```

Results
Total charge: 0
Gap between HOMO and LUMO (eV): 11.556
Energy above the lowest of the compared OMol25 structures with the same formula, charge and spin (kcal per mole): 37.6
Structure (SMILES): CCOCC#N

=====

2.
Here is a single C19H23ClN4O4S molecule in a non-equilibrium geometry from the OMol25 dataset. Energies are from the ωB97M-V functional and the def2-TZVPD basis.

```
52
Properties=species:S:1:pos:R:3:nbo_charge:R:1
C 2.454 -4.135 4.964 -0.597
C 2.235 -3.031 3.934 -0.216
C 1.874 -3.613 2.567 -0.404
C 1.617 -2.496 1.560 -0.225
N 0.570 -1.617 2.045 -0.436
C -0.529 -1.422 1.300 0.686
O -0.696 -1.949 0.216 -0.643
C -1.594 -0.495 1.889 -0.641
S -3.025 -0.452 0.766 0.342
C -2.604 0.945 -0.136 0.291
N -1.651 1.800 0.095 -0.350
N -1.760 2.758 -0.845 -0.267
C -2.762 2.458 -1.598 0.428
C -3.243 3.156 -2.821 -0.285
N -2.453 2.733 -3.956 -0.609
C -1.571 3.557 -4.570 0.655
O -1.572 4.759 -4.455 -0.607
C -0.576 2.795 -5.454 -0.166
O -0.268 1.524 -4.930 -0.519
C 0.250 1.464 -3.657 0.358
C 0.708 2.561 -2.937 -0.317
C 1.178 2.390 -1.646 -0.180
C 1.186 1.129 -1.081 -0.057
Cl 1.750 0.937 0.534 -0.011
C 0.741 0.024 -1.788 -0.218
C 0.273 0.198 -3.074 -0.272
O -3.352 1.294 -1.203 -0.418
C 0.887 -1.002 3.312 -0.207
C 1.119 -2.080 4.372 -0.405
H 2.720 -3.710 5.929 0.208
H 3.255 -4.797 4.647 0.210
H 1.549 -4.726 5.087 0.203
H 3.162 -2.454 3.834 0.194
H 2.681 -4.248 2.201 0.213
H 0.975 -4.226 2.660 0.202
H 1.292 -2.905 0.603 0.247
H 2.528 -1.906 1.407 0.194
H -1.230 0.528 1.975 0.287
H -1.964 -0.866 2.844 0.245
H -3.101 4.234 -2.718 0.269
H -4.299 2.920 -2.981 0.221
H -2.350 1.738 -4.101 0.408
H 0.318 3.413 -5.597 0.205
H -1.027 2.606 -6.433 0.221
H 0.691 3.555 -3.350 0.234
H 1.515 3.243 -1.080 0.232
H 0.722 -0.953 -1.333 0.251
H -0.090 -0.643 -3.643 0.226
H 0.092 -0.328 3.624 0.215
H 1.803 -0.412 3.185 0.195
H 1.377 -1.604 5.319 0.212
H 0.197 -2.648 4.517 0.199
```

Results
Total charge: 0
Gap between HOMO and LUMO (eV): 8.969
Energy above the lowest of the compared OMol25 structures with the same formula, charge and spin (kcal per mole): 23.2
Structure (SMILES): CC1CCN(C(=O)CSc2nnc(CNC(=O)COc3ccc(Cl)cc3)o2)CC1

=====

3.
Here is a single C17H22F2N2O3S molecule in a non-equilibrium geometry from the OMol25 dataset. Energies are from the ωB97M-V functional and the def2-TZVPD basis.

```
47
Properties=species:S:1:pos:R:3:nbo_charge:R:1
C 2.826 2.298 -3.804 -0.645
C 2.291 0.866 -3.541 0.110
O 1.457 0.427 -4.699 -0.520
C 0.129 1.055 -4.644 -0.108
C -0.030 1.271 -3.292 -0.243
S -1.453 1.616 -2.368 0.485
C -0.647 1.163 -0.874 0.108
N -1.274 0.878 0.447 -0.646
C -2.659 0.826 0.819 0.676
O -3.586 0.834 -0.012 -0.593
C -3.196 0.447 2.222 -0.496
C -2.887 -0.992 2.823 -0.042
C -3.523 -1.179 4.277 -0.604
C -1.440 -1.195 2.870 -0.621
C -3.580 -2.049 1.983 -0.618
C 0.713 0.970 -1.111 -0.264
C 1.743 0.851 -0.152 0.676
O 1.423 1.077 1.072 -0.646
N 2.903 0.185 -0.471 -0.482
C 3.888 0.032 0.590 -0.281
C 3.818 -1.507 0.532 0.667
F 3.429 -2.144 1.678 -0.318
F 4.995 -1.968 0.054 -0.326
C 2.744 -1.271 -0.556 -0.267
C 1.051 1.022 -2.589 -0.014
H 2.259 2.861 -4.556 0.225
H 3.725 2.189 -4.338 0.213
H 3.087 2.892 -2.940 0.221
H 3.024 0.147 -3.352 0.207
H -0.146 1.874 -5.248 0.193
H -0.627 0.321 -4.892 0.201
H -0.631 0.757 1.252 0.457
H -4.376 0.570 2.267 0.253
H -2.988 1.242 2.990 0.228
H -3.086 -0.391 4.823 0.199
H -4.576 -0.934 4.274 0.204
H -3.454 -2.125 4.814 0.222
H -1.094 -1.451 1.852 0.211
H -1.027 -2.015 3.547 0.224
H -0.963 -0.305 3.200 0.205
H -3.170 -3.075 2.037 0.214
H -3.506 -1.781 0.915 0.213
H -4.646 -2.125 2.161 0.212
H 3.620 0.486 1.522 0.242
H 4.836 0.524 0.259 0.217
H 1.643 -1.568 -0.231 0.224
H 2.960 -1.608 -1.611 0.227
```

Results
Total charge: 0
Gap between HOMO and LUMO (eV): 8.275
Structure (SMILES): C[C@@H]1OCc2sc(NC(=O)CC(C)(C)C)c(C(=O)N3CC(F)(F)C3)c21

=====

4.
Here is 2 unconnected molecules or ions with the total composition C4H9N3 in a non-equilibrium geometry from the OMol25 dataset. Energies are from the ωB97M-V functional and the def2-TZVPD basis.

```
16
Properties=species:S:1:pos:R:3:lowdin_spin:R:1
N 1.580 0.754 0.659 0.008
C 2.917 0.656 0.479 0.000
N 3.493 1.364 -0.427 0.007
H 1.074 -0.142 0.917 0.000
H 1.114 1.403 0.054 0.000
H 3.447 -0.027 1.153 0.000
H 4.483 1.125 -0.443 0.000
C -2.736 -0.966 -0.015 0.160
C -2.639 -0.091 1.016 0.386
C -0.929 -0.786 -1.515 0.020
N -1.668 -1.523 -0.755 0.368
H -3.713 -1.270 -0.405 0.002
H -1.693 0.213 1.400 0.018
H -3.596 0.243 1.488 0.016
H -0.181 -1.280 -2.080 0.001
H -0.953 0.327 -1.525 0.014
```

Results
Total charge: +1
2S+1: 2
Gap between HOMO and LUMO (alpha / beta) (eV): 7.160 / 3.130
<S²>: 0.770
Energy above the lowest of the compared OMol25 structures with the same formula, charge and spin (kcal per mole): 11.6

=====

So what do the calculations give for DFT total energy? Going down the list: -7798.0155 -57584.8119 -43374.8567 -8753.0080 eV.